Entry 1:
Computed, not measured: the molecule C4H9P at a distorted geometry, with the ωB97M-V functional and the def2-TZVPD basis.

Last column: Mulliken charge in e.
Cartesian coordinates (Å):
1 C -0.1824 -0.5399 2.1961  -1.288
2 P -1.2644 0.4131 1.0382  0.002
3 C -0.1764 0.3561 -0.5445  0.527
4 C -0.7522 1.0845 -1.7318  -1.286
5 C 0.8972 -0.6607 -0.4942  -1.018
6 H -0.3356 -0.1849 3.1394  0.400
7 H -0.3172 -1.5525 2.1817  0.406
8 H 0.8580 -0.4659 2.0330  0.401
9 H -0.6188 0.6880 -2.7201  0.344
10 H -0.0477 2.0467 -1.9258  0.239
11 H -1.6819 1.4069 -1.6147  0.419
12 H 1.5670 -0.4572 -1.4174  0.306
13 H 0.6107 -1.6734 -0.5861  0.274
14 H 1.4436 -0.4607 0.4462  0.274

- frontier orbital gap (eV) = 7.99
- structure (SMILES) = CP=C(C)C
- electronic energy (eV) = -13579.80692
- largest force on an atom (eV/Å) = 6.728

Entry 2:
Computed, not measured: a structure of composition C23H41GaN2OP3 at a distorted geometry, with the ωB97M-V functional and the def2-TZVPD basis.

Last column: Mulliken charge in e.
Cartesian coordinates (Å):
1 Ga 0.0147 0.0328 -0.0341  1.012
2 P -0.0538 -2.2640 0.8645  0.763
3 P -2.0116 0.1708 -1.3829  0.653
4 P -1.1962 0.9622 1.9275  0.393
5 H 1.7138 2.0578 -0.7527  0.466
6 C 1.3167 1.8775 0.2600  -1.007
7 C 1.9279 0.9048 1.0413  -0.325
8 H 2.8486 0.4738 0.6293  0.637
9 C 0.8880 -3.6286 0.0758  -0.597
10 C -1.6550 -3.1367 0.9945  -1.193
11 C 0.6265 -2.2904 2.5739  -1.190
12 C -2.3128 1.8180 -2.1194  -1.195
13 C -2.1295 -0.9697 -2.8033  -1.172
14 C -3.6092 -0.1823 -0.5451  -1.295
15 C -0.1380 1.4935 3.3255  -1.457
16 C -2.4604 -0.0519 2.7809  -1.364
17 C -2.0625 2.5218 1.4904  -1.438
18 H 0.7554 2.7131 0.7084  0.364
19 H 1.7786 0.7222 2.1100  0.312
20 H 1.9239 -3.3221 -0.0160  -0.218
21 H 0.5160 -3.8217 -0.9411  0.427
22 H 0.9108 -4.5237 0.7204  0.525
23 H -2.0411 -3.3096 -0.0228  0.402
24 H -2.3786 -2.5690 1.5939  0.355
25 H -1.4392 -4.1083 1.4704  0.540
26 H 1.6601 -1.9146 2.5895  0.215
27 H 0.6316 -3.3414 2.9011  0.580
28 H 0.0170 -1.6931 3.2678  0.260
29 H -3.2430 1.7541 -2.7079  0.480
30 H -1.4696 2.0733 -2.7785  0.430
31 H -2.4192 2.5910 -1.3438  0.298
32 H -3.1048 -0.7914 -3.2902  0.520
33 H -2.0745 -2.0122 -2.4524  0.372
34 H -1.3072 -0.7718 -3.5075  0.415
35 H -4.3892 -0.1134 -1.3183  0.597
36 H -3.8390 0.5410 0.2470  0.372
37 H -3.6062 -1.2005 -0.1310  0.346
38 H -0.7939 1.9492 4.0836  0.528
39 H 0.6033 2.2292 2.9871  0.432
40 H 0.3830 0.6283 3.7621  0.387
41 H -2.9352 0.6080 3.5254  0.549
42 H -1.9980 -0.9074 3.2968  0.426
43 H -3.2250 -0.4172 2.0820  0.311
44 H -2.4315 2.9623 2.4305  0.573
45 H -2.9121 2.3581 0.8122  0.478
46 H -1.3634 3.2275 1.0172  0.344
47 C -4.1161 6.4136 -0.4902  0.606
48 C -4.0815 7.6617 -1.1488  -0.585
49 C -3.1100 8.5851 -0.7663  -0.521
50 C -2.2004 8.2758 0.2544  -0.565
51 C -2.2529 7.0362 0.9049  -0.326
52 C -3.2153 6.1005 0.5381  -0.274
53 O -5.0054 5.4323 -0.8188  -0.514
54 H -5.5822 5.7639 -1.5279  0.305
55 H -4.8019 7.8722 -1.9394  0.307
56 H -3.0597 9.5535 -1.2663  0.376
57 H -1.4461 9.0060 0.5465  0.373
58 H -1.5523 6.7861 1.7018  0.359
59 H -3.3040 5.1291 1.0190  0.449
60 N 4.7080 -4.5090 1.0268  -0.354
61 C 4.4997 -3.6562 0.2556  -0.030
62 C 4.0042 -2.6187 -0.6599  -0.116
63 C 4.0852 -2.8147 -2.0682  -0.300
64 C 3.2396 -2.0582 -2.9146  -0.954
65 C 2.3036 -1.2231 -2.2669  -0.249
66 N 2.3021 -0.9895 -0.9639  -0.017
67 C 3.1685 -1.6185 -0.1660  -0.087
68 H 4.7894 -3.5323 -2.5042  0.521
69 H 3.2714 -2.0835 -3.9974  0.490
70 H 1.5283 -0.7228 -2.8368  0.427
71 H 3.0906 -1.4055 0.9153  0.368

- total charge = +3
- frontier orbital gap (eV) = 3.04
- electronic energy (eV) = -109758.84034
- largest force on an atom (eV/Å) = 2.389

Entry 3:
Computed, not measured: a structure of composition C28H32GeMnN2O7 at a distorted geometry, with the ωB97M-V functional and the def2-TZVPD basis.

Last column: Mulliken charge in e.
Cartesian coordinates (Å):
1 Mn -0.0076 -0.4235 -0.0801  0.772
2 C -1.3485 -2.6473 1.8442  -0.929
3 O -1.3090 -1.2928 1.3665  0.002
4 C -2.3938 -0.4604 1.8043  -0.454
5 C -1.7808 0.8439 2.2767  -0.713
6 O -0.9383 1.3891 1.2683  -0.272
7 C -1.4289 2.5143 0.5347  -0.672
8 C -2.0949 2.0802 -0.7572  -0.684
9 O -1.2229 1.2056 -1.4581  0.129
10 C -0.7294 1.7218 -2.7039  -0.936
11 H -1.3634 -2.6572 2.9354  0.415
12 H -2.2292 -3.1630 1.4593  0.320
13 H -0.4555 -3.1530 1.4859  0.177
14 H -3.0747 -0.3044 0.9638  0.131
15 H -2.9324 -0.9420 2.6202  0.555
16 H -2.5523 1.5530 2.5813  0.493
17 H -1.1415 0.6394 3.1385  0.229
18 H -2.1255 3.0948 1.1428  0.465
19 H -0.5536 3.1258 0.3145  0.337
20 H -3.0314 1.5499 -0.5597  0.232
21 H -2.3186 2.9657 -1.3546  0.551
22 H -0.3438 2.7351 -2.5764  0.444
23 H 0.0754 1.0684 -3.0250  0.102
24 H -1.5265 1.7187 -3.4495  0.294
25 O 5.7577 0.2812 -0.1267  -0.529
26 C 5.4115 0.0695 1.1241  0.494
27 O 6.2016 -0.0026 2.0271  -0.587
28 C 3.9503 -0.0789 1.4186  0.169
29 C 3.4663 -0.3144 2.6878  -0.411
30 N 2.1335 -0.4213 2.5905  -0.391
31 N 1.7040 -0.2763 1.3352  0.086
32 C 2.8024 -0.0756 0.6045  -0.262
33 C 2.6174 0.0927 -0.8775  1.004
34 O 3.5667 0.2806 -1.6121  -0.867
35 O 1.3802 0.0232 -1.2584  -0.125
36 H 4.9933 0.3571 -0.7453  0.421
37 H 4.0007 -0.4032 3.6195  0.565
38 H 1.4895 -0.5977 3.3410  0.167
39 C -2.9055 -1.7192 -1.9128  -1.843
40 Ge -0.9246 -1.8978 -1.7830  1.857
41 C -0.2293 -1.6342 -3.6040  0.070
42 C 1.1171 -1.8385 -3.8994  0.381
43 C 1.5822 -1.6910 -5.1966  -0.920
44 C 0.7063 -1.3313 -6.2114  -0.550
45 C -0.6342 -1.1147 -5.9266  -0.781
46 C -1.0988 -1.2596 -4.6273  -0.051
47 C -0.5791 -3.7848 -1.2153  0.882
48 C -1.6151 -4.6776 -1.3291  -0.768
49 C -1.4693 -6.0206 -0.9250  -0.985
50 C -0.2881 -6.4535 -0.3950  -0.959
51 C 0.8120 -5.5740 -0.2670  0.538
52 C 2.0500 -6.0014 0.2702  -0.853
53 C 3.1002 -5.1367 0.3967  -0.879
54 C 2.9679 -3.7989 -0.0261  -0.974
55 C 1.7869 -3.3657 -0.5597  1.292
56 C 0.6676 -4.2234 -0.6879  -0.269
57 H -3.2459 -2.3315 -2.7477  0.588
58 H -3.1802 -0.6834 -2.1128  0.369
59 H -3.4173 -2.0511 -1.0088  0.392
60 H 1.8146 -2.1141 -3.1167  0.307
61 H 2.6288 -1.8521 -5.4197  0.446
62 H 1.0658 -1.2223 -7.2263  0.398
63 H -1.3199 -0.8371 -6.7168  0.423
64 H -2.1478 -1.0862 -4.4198  0.371
65 H -2.5689 -4.3579 -1.7317  0.384
66 H -2.3076 -6.6972 -1.0274  0.448
67 H -0.1822 -7.4801 -0.0653  0.412
68 H 2.1578 -7.0367 0.5708  0.432
69 H 4.0445 -5.4740 0.8029  0.424
70 H 3.8132 -3.1255 0.0516  0.579
71 H 1.6980 -2.3532 -0.9377  -0.884

- total charge = +1
- 2S+1 = 5
- expectation value of S² = 6.433
- frontier orbital gap (alpha / beta) (eV) = 6.68 / 8.14
- electronic energy (eV) = -134699.06910
- largest force on an atom (eV/Å) = 2.309